Record 1
C15H52BN23O15 | ωB97M-V/def2-TZVPD

Cartesian coordinates (Å):
O -1.73 0.73 4.29
C -1.78 -0.61 4.15
N -3.03 -1.39 4.61
C -2.60 -2.87 4.61
C -1.36 -2.98 3.54
C -0.54 -1.56 3.56
O 0.50 -1.31 4.57
B 1.42 -2.46 4.74
O 2.00 -2.65 6.11
O 1.83 -3.42 3.70
H -3.92 -1.17 4.11
H -3.41 -3.64 4.22
H -2.11 -3.19 5.62
H -1.94 -2.90 2.50
H -0.79 -3.99 3.39
H -0.33 -1.03 2.53
H 1.30 -2.21 6.70
H 1.38 -4.29 3.98
N -0.55 -4.80 -0.77
C 0.01 -3.87 0.02
N 1.09 -3.27 -0.50
O -0.42 -3.60 1.13
H -0.21 -5.03 -1.69
H -1.37 -5.28 -0.41
H 1.55 -2.56 0.06
H 1.46 -3.47 -1.42
N -2.08 0.71 -0.69
C -1.43 -0.47 -0.66
N -2.20 -1.54 -0.93
O -0.24 -0.56 -0.41
H -3.06 0.81 -0.89
H -1.53 1.54 -0.49
H -1.76 -2.44 -0.92
H -3.19 -1.48 -1.14
N 2.44 0.62 -2.23
C 3.46 1.36 -1.77
N 3.35 1.72 -0.48
O 4.42 1.68 -2.46
H 1.65 0.35 -1.67
H 2.48 0.33 -3.20
H 4.10 2.28 -0.09
H 2.58 1.47 0.11
N -2.87 -5.10 9.42
C -2.08 -4.48 8.52
N -1.00 -3.89 9.05
O -2.33 -4.46 7.33
H -2.69 -5.12 10.41
H -3.70 -5.55 9.06
H -0.37 -3.41 8.41
H -0.77 -3.89 10.04
N -5.62 -2.45 -4.05
C -4.48 -2.68 -3.38
N -3.41 -2.92 -4.15
O -4.42 -2.66 -2.16
H -5.69 -2.46 -5.06
H -6.45 -2.25 -3.51
H -2.53 -3.10 -3.68
H -3.44 -2.94 -5.16
N 3.27 5.35 -1.47
C 3.32 6.42 -0.66
N 4.02 6.24 0.47
O 2.78 7.48 -0.94
H 3.71 4.47 -1.26
H 2.75 5.44 -2.34
H 4.08 7.02 1.10
H 4.47 5.37 0.72
N 5.55 -1.03 -3.82
C 5.96 -1.06 -5.10
N 5.61 0.02 -5.83
O 6.61 -1.99 -5.57
H 5.03 -0.28 -3.42
H 5.80 -1.82 -3.24
H 5.90 0.03 -6.80
H 5.09 0.79 -5.46
N -6.57 1.37 -2.50
C -7.18 0.95 -3.62
N -7.69 1.93 -4.38
O -7.27 -0.23 -3.91
H -6.49 2.34 -2.23
H -6.17 0.66 -1.89
H -8.16 1.65 -5.23
H -7.63 2.91 -4.15
N 9.56 -2.36 -5.39
C 10.39 -2.32 -6.44
N 11.65 -2.71 -6.18
O 10.03 -1.95 -7.55
H 9.84 -2.66 -4.47
H 8.61 -2.07 -5.54
H 12.31 -2.70 -6.95
H 11.97 -3.01 -5.28
N -0.05 10.71 1.79
C 0.96 9.83 1.72
N 0.86 8.94 0.72
O 1.90 9.83 2.51
H -0.83 10.72 1.15
H -0.01 11.40 2.53
H 1.61 8.26 0.63
H 0.10 8.92 0.06
N -7.14 1.49 2.05
C -6.31 1.53 0.99
N -5.05 1.13 1.25
O -6.67 1.89 -0.11
H -6.86 1.19 2.97
H -8.10 1.77 1.90
H -4.40 1.15 0.48
H -4.74 0.83 2.16

For the electronic energy, the calculation gives -82071.3187 eV. Its largest force on an atom is 8.29 eV/Å. Its SMILES is O=C1NCC[C@@H]1OB(O)O.NC(N)=O.NC(N)=O.NC(N)=O.NC(N)=O.NC(N)=O.NC(N)=O.NC(N)=O.NC(N)=O.NC(N)=O.NC(N)=O.NC(N)=O.

***

Record 2
C19H22N4O4 | ωB97M-V/def2-TZVPD

Cartesian coordinates (Å):
C -4.58 0.79 -0.85
O -3.19 0.75 -0.60
C -2.44 -0.21 -1.23
C -2.96 -1.11 -2.15
C -2.15 -2.03 -2.81
C -2.76 -2.94 -3.76
N -2.03 -3.79 -4.37
N -2.52 -4.68 -5.27
C -3.80 -4.85 -5.75
N -3.88 -5.82 -6.71
O -4.77 -4.20 -5.41
C -0.79 -2.05 -2.53
C -0.26 -1.18 -1.61
C -1.07 -0.25 -0.94
O -0.40 0.57 -0.07
C -1.07 1.13 1.04
C -0.07 1.62 2.09
O -0.46 2.04 3.16
N 1.21 1.52 1.69
C 2.39 1.87 2.36
C 3.60 1.66 1.71
C 4.78 1.99 2.34
C 4.79 2.53 3.62
C 6.09 2.88 4.28
C 3.58 2.74 4.27
C 3.54 3.33 5.65
C 2.39 2.41 3.64
H -4.96 1.60 -0.22
H -4.79 1.01 -1.90
H -5.07 -0.15 -0.56
H -4.01 -1.09 -2.39
H -3.83 -2.85 -3.91
H -1.78 -5.25 -5.67
H -3.15 -6.50 -6.85
H -4.80 -6.08 -7.01
H -0.16 -2.77 -3.04
H 0.79 -1.19 -1.37
H -1.73 0.40 1.52
H -1.69 1.99 0.74
H 1.34 1.13 0.76
H 3.61 1.24 0.72
H 5.72 1.83 1.83
H 6.12 3.95 4.53
H 6.21 2.33 5.21
H 6.93 2.66 3.63
H 2.52 3.42 6.01
H 4.09 2.69 6.35
H 4.00 4.31 5.67
H 1.45 2.57 4.14

For the electronic energy, the calculation gives -34210.3942 eV. For the energy relative to the best compared isomer or geometry (same formula, charge and spin), the calculation gives 55.5 kcal/mol. Its largest force on an atom is 0.89 eV/Å. Its SMILES is COc1cc(/C=N/NC(N)=O)ccc1OCC(=O)Nc1ccc(C)c(C)c1.